# 1
ORCA calculation (the ωB97M-V functional and the def2-TZVPD basis) on a 2-piece molecular cluster, C5H10O overall in a non-equilibrium geometry.

Each line ends with the Mulliken charge.
Positions of all 16 atoms, in Å:
C -3.401 0.142 -0.440  -0.745
C -2.069 0.119 -0.471  0.038
C -1.353 -1.125 -0.916  -0.701
C -0.673 -1.776 0.291  -0.082
C 0.269 -1.222 1.063  -0.711
H -4.028 0.841 0.097  0.267
H -3.886 -0.697 -0.927  0.201
H -1.485 0.964 -0.125  0.297
H -2.057 -1.844 -1.336  0.315
H -0.609 -0.893 -1.679  0.291
H -1.007 -2.771 0.569  0.296
H 0.334 -1.453 2.118  0.258
H 0.798 -0.319 0.767  0.276
O 5.443 3.011 0.283  -0.637
H 6.330 2.701 0.118  0.318
H 5.186 2.508 1.070  0.319

Computed properties:
- SMILES: C=CCC=C.O


# 2
ORCA calculation (the ωB97M-V functional and the def2-TZVPD basis) on a single C5H10O molecule.

Each line ends with the Mulliken charge.
Positions of all 16 atoms, in Å:
C 2.113 -0.359 -0.483  -1.199
C 0.913 0.487 -0.122  0.573
O 1.013 1.666 0.145  -0.560
C -0.447 -0.211 -0.078  0.700
C -1.485 0.624 -0.828  -1.459
C -0.847 -0.399 1.391  -1.396
H 2.230 -1.174 0.243  0.298
H 1.965 -0.826 -1.464  0.322
H 3.018 0.252 -0.495  0.350
H -0.352 -1.198 -0.549  0.259
H -1.231 0.725 -1.889  0.354
H -1.530 1.628 -0.395  0.307
H -2.477 0.164 -0.758  0.401
H -0.910 0.576 1.886  0.330
H -0.124 -1.014 1.939  0.334
H -1.825 -0.887 1.463  0.387

Computed properties:
- SMILES: CC(=O)C(C)C


# 3
ORCA calculation (the ωB97M-V functional and the def2-TZVPD basis) on a single C5H10O molecule in a non-equilibrium geometry.

Each line ends with the Mulliken charge.
Positions of all 16 atoms, in Å:
C 0.954 -1.149 0.195  -1.380
C -0.211 -0.269 -0.276  0.814
C -1.554 -0.953 0.005  -1.497
C -0.145 1.109 0.348  -1.184
C 1.274 1.955 -0.477  0.181
O 1.584 1.674 -1.580  -0.426
H 0.905 -2.142 -0.269  0.355
H 0.922 -1.287 1.286  0.318
H 1.925 -0.708 -0.065  0.355
H -0.117 -0.141 -1.368  0.191
H -2.394 -0.344 -0.352  0.366
H -1.607 -1.931 -0.492  0.386
H -1.689 -1.116 1.084  0.327
H -1.004 1.747 0.086  0.388
H -0.058 1.075 1.452  0.435
H 1.225 2.488 0.435  0.370

Computed properties:
- SMILES: CC(C)CC=O


# 4
ORCA calculation (the ωB97M-V functional and the def2-TZVPD basis) on a 2-piece molecular cluster, C5H10O overall in a non-equilibrium geometry.

Each line ends with the Mulliken charge.
Positions of all 16 atoms, in Å:
O 1.735 0.157 1.552  -0.488
C 1.632 -0.401 0.293  -0.278
C 0.271 -0.560 -0.267  -0.319
C -1.111 -0.745 0.420  -0.505
C -1.701 0.367 -0.486  -0.519
C -0.170 0.834 -0.676  -0.350
H 0.981 0.747 1.698  0.312
H 2.000 0.560 -0.844  0.081
H 2.343 -1.225 0.235  0.354
H 0.350 -1.208 -1.150  0.312
H -1.096 -0.456 1.477  0.203
H -1.524 -1.752 0.322  0.291
H -2.183 -0.041 -1.378  0.259
H -2.406 1.054 0.010  0.293
H -0.021 1.546 0.152  0.217
H 0.902 1.124 -1.357  0.137


# 5
ORCA calculation (the ωB97M-V functional and the def2-TZVPD basis) on C5H10O as an isolated structure.

Each line ends with the Mulliken charge.
Positions of all 16 atoms, in Å:
C -1.503 0.163 1.209  -1.459
C -0.685 -0.442 0.059  0.544
C -0.207 0.611 -0.933  -0.579
C 1.180 0.812 -0.637  -0.599
O 1.648 0.025 0.307  -0.308
C 0.666 -1.028 0.509  -0.580
H -2.364 0.713 0.812  0.399
H -1.885 -0.603 1.897  0.362
H -0.894 0.873 1.783  0.305
H -1.273 -1.237 -0.420  0.268
H 0.749 0.131 -1.875  -0.140
H -0.823 1.467 -1.200  0.417
H 1.770 1.693 -0.863  0.500
H 1.914 0.005 -2.077  0.177
H 0.983 -1.861 -0.131  0.345
H 0.724 -1.321 1.561  0.349


# 6
ORCA calculation (the ωB97M-V functional and the def2-TZVPD basis) on a single C5H10O molecule.

Each line ends with the Mulliken charge.
Positions of all 16 atoms, in Å:
C -1.092 -1.175 -0.100  -1.502
C -0.271 0.111 -0.053  1.574
C -1.070 1.397 0.100  -1.506
C 1.018 -0.030 0.780  -0.714
C 1.683 -0.250 -0.577  -0.506
O 0.535 0.240 -1.272  -0.508
H -1.916 -1.083 -0.815  0.386
H -1.514 -1.442 0.877  0.329
H -0.452 -2.004 -0.421  0.326
H -0.554 2.107 -0.551  0.372
H -1.069 1.799 1.118  0.310
H -2.106 1.298 -0.246  0.339
H 1.077 -0.859 1.489  0.281
H 1.299 0.907 1.270  0.294
H 1.824 -1.313 -0.804  0.231
H 2.607 0.297 -0.793  0.295

Computed properties:
- SMILES: CC1(C)CCO1


Kohn-Sham gap for the records above, in order: 0.380; 0.387; 0.351; 0.369; 0.295; 0.388 Eh
Electronic energy for the records above, in order: -7392.625; -7394.756; -7392.273; -7390.290; -7389.443; -7393.674 eV
Energy relative to the best compared isomer or geometry (same formula, charge and spin) for the records above, in order: 206.5; 0.9; 240.5; 431.8; 513.6; 105.3 kJ/mol